{
  "formula": "C14H16",
  "method": "ωB97M-V with the def2-TZVPD basis set",
  "e_above_lowest_ev": 2.386,
  "multiplicity": 1,
  "smiles": "Cc1ccccc1.Cc1ccccc1",
  "max_force_ha_per_bohr": 0.08633,
  "total_charge": 0,
  "gap_ev": 9.908,
  "symbols": ["C", "C", "C", "C", "C", "C", "C", "C", "C", "C", "C", "C", "C", "C", "H", "H", "H", "H", "H", "H", "H", "H", "H", "H", "H", "H", "H", "H", "H", "H"],
  "coordinates": [[0.72676, -0.29776, -0.49000], [2.56497, -1.02506, -2.26238], [3.03769, -0.50649, -1.05560], [-2.96375, 0.03126, 1.92514], [3.61426, -1.34047, -3.25252], [-3.00633, 0.98746, -0.40108], [1.27927, -1.23938, -2.64152], [-1.11663, 0.51513, 3.27682], [0.27239, -0.91509, -1.64597], [2.04971, -0.21109, -0.13708], [-0.69521, 1.52610, 2.44622], [-1.36432, 1.81506, 1.23285], [-2.46150, 0.99719, 0.98701], [-2.22166, -0.25985, 3.02247], [2.27200, 0.39827, 0.76617], [-0.87504, 2.50628, 0.62796], [-0.30417, 0.19772, 4.08530], [-0.75151, -0.97449, -2.01819], [0.39080, 2.02951, 2.50281], [0.01123, 0.17888, 0.12624], [3.79323, -0.41783, -3.95617], [-3.07562, -0.08066, -0.85221], [4.51036, -1.57355, -2.63316], [0.97501, -1.64721, -3.74890], [-2.49043, 1.62110, -1.13622], [-2.41348, -1.07617, 3.65772], [4.04601, -0.25428, -0.91938], [-3.87938, -0.55104, 1.57910], [-4.00127, 1.42318, -0.33246], [3.49834, -2.24175, -3.77490]],
  "forces_ev_per_angstrom": [[-1.434, -0.936, -0.432], [1.852, -0.470, -1.236], [-2.985, -0.421, 0.081], [-0.797, 0.405, -2.645], [2.389, 2.137, -0.010], [-1.092, -0.991, -1.133], [-3.307, -0.588, 0.024], [3.885, -0.324, 2.124], [1.694, 0.173, -2.660], [1.079, 1.964, 0.644], [2.384, 1.538, -1.194], [-0.551, -2.341, 3.384], [0.201, -0.192, -0.598], [-0.031, 0.552, 0.240], [0.007, -0.800, -0.498], [0.103, 0.929, -1.548], [-2.225, 0.636, -1.472], [0.031, 0.116, 0.810], [-2.649, -1.149, 0.574], [-0.617, -0.007, 0.782], [-0.060, -1.932, 1.131], [0.018, 1.774, 0.854], [-0.017, 0.631, -0.818], [0.929, 1.026, 3.068], [0.262, -0.240, 0.478], [-0.519, -0.842, 0.669], [1.247, -0.022, 0.234], [1.389, 0.672, 0.719], [-0.451, -0.288, -0.383], [-0.737, -1.011, -1.190]],
  "nbo_charge": [-0.237, -0.057, -0.212, -0.210, -0.618, -0.640, -0.200, -0.237, -0.198, -0.194, -0.191, -0.237, -0.011, -0.213, 0.207, 0.219, 0.215, 0.212, 0.210, 0.223, 0.215, 0.217, 0.207, 0.219, 0.221, 0.219, 0.214, 0.218, 0.222, 0.215]
}

{
  "formula": "C4H10NO2S",
  "method": "ωB97M-V with the def2-TZVPD basis set",
  "e_above_lowest_ev": 1.505,
  "multiplicity": 1,
  "max_force_ha_per_bohr": 0.07836,
  "total_charge": -1,
  "gap_ev": 6.081,
  "symbols": ["S", "O", "O", "N", "C", "C", "C", "C", "H", "H", "H", "H", "H", "H", "H", "H", "H", "H"],
  "coordinates": [[2.97838, 1.10058, 1.82558], [-3.55678, -2.59752, -2.47421], [-1.68507, -0.58898, -1.61482], [-0.11241, -0.75242, 0.00948], [1.42588, 1.03075, 0.88190], [0.84900, -0.36384, 1.14200], [-1.13477, 1.44871, -0.49958], [-1.00946, -0.02779, -0.70090], [1.64357, -1.12855, 1.17848], [0.78555, 1.85354, 1.45537], [1.57612, 1.29022, -0.13289], [-3.19487, -3.00361, -1.69932], [-0.93052, 1.89048, 0.47267], [-2.27497, 1.69435, -0.68022], [0.28323, -0.37138, 2.09692], [-2.97347, -1.77423, -2.67047], [-0.12047, -1.74200, -0.28217], [-0.51044, 1.91388, -1.24228]],
  "forces_ev_per_angstrom": [[0.652, 0.081, 0.034], [0.640, 2.033, -1.584], [0.969, 0.944, 1.424], [-0.049, -0.738, 0.232], [-0.442, 1.059, 3.863], [-1.468, 0.498, -1.243], [-3.205, 0.683, 0.145], [-0.091, -1.638, -0.889], [-0.383, 0.450, -0.180], [0.934, -1.715, -1.672], [-0.098, 0.052, -1.093], [0.538, 0.041, 0.598], [0.357, -0.524, -0.068], [2.286, -0.410, -0.117], [0.468, -0.063, -0.478], [-1.208, -2.084, 1.072], [0.041, 0.912, 0.281], [0.057, 0.418, -0.324]],
  "nbo_charge": [-0.705, -0.982, -0.739, -0.605, -0.551, -0.229, -0.712, 0.674, 0.222, 0.182, 0.186, 0.464, 0.238, 0.221, 0.192, 0.514, 0.390, 0.240]
}

{
  "formula": "C13H23N6O2",
  "method": "ωB97M-V with the def2-TZVPD basis set",
  "multiplicity": 1,
  "smiles": "Cn1c(=O)c2c(nc(NCC[N+](C)(C)C)n2C)n(C)c1=O",
  "max_force_ha_per_bohr": 0.14331,
  "total_charge": 1,
  "gap_ev": 8.070,
  "symbols": ["O", "O", "N", "N", "N", "N", "N", "N", "C", "C", "C", "C", "C", "C", "C", "C", "C", "C", "C", "C", "C", "H", "H", "H", "H", "H", "H", "H", "H", "H", "H", "H", "H", "H", "H", "H", "H", "H", "H", "H", "H", "H", "H", "H"],
  "coordinates": [[4.49135, -2.59980, 1.16191], [4.94323, 1.72705, 1.78222], [1.07080, 0.50532, 0.04356], [-0.04024, 2.66571, 0.02376], [-3.04962, 0.56676, -0.11810], [2.05516, 2.07018, 1.12427], [2.70140, -1.21375, 0.57136], [4.80729, -0.47742, 1.77005], [-4.26030, 1.43457, -0.32693], [1.02422, 1.76753, 0.41940], [-2.68876, -0.21885, -1.35524], [-1.90066, 1.39510, 0.28916], [6.11492, -0.73081, 2.41336], [-3.17506, -0.57244, 0.97854], [3.93718, -1.46114, 1.22460], [-1.19905, 2.13057, -0.74702], [2.25107, 0.05711, 0.60756], [2.95762, 1.03748, 1.11891], [2.25161, 3.49423, 1.72192], [4.24115, 0.76962, 1.62713], [1.96364, -2.29746, -0.00383], [-4.29714, 2.16673, -1.24671], [-4.35999, 2.05206, 0.55286], [1.35609, 3.75186, 2.32177], [-0.91805, 1.52590, -1.66792], [6.21052, -1.59195, 3.01032], [-5.17146, 0.78631, -0.30608], [-2.31737, 2.17926, 1.00230], [-3.03503, -0.28989, 2.01989], [-1.15494, 0.77446, 0.80099], [-1.88104, 2.81277, -1.16309], [6.51508, 0.13809, 2.97230], [-2.36937, -1.31109, 0.83654], [-4.05381, -1.03809, 0.91734], [-3.21541, -1.15234, -1.43267], [0.40779, 3.45169, -0.44859], [6.89796, -0.81911, 1.61212], [-2.83524, 0.32667, -2.30765], [-1.68176, -0.45016, -1.17898], [2.27835, 4.23889, 0.90596], [0.91769, -2.17320, 0.31177], [2.30446, -3.30482, 0.23971], [3.16633, 3.49621, 2.26285], [2.02320, -2.33602, -1.05781]],
  "forces_ev_per_angstrom": [[-2.536, 2.271, 0.147], [1.814, 2.579, 1.207], [-0.311, -1.456, 0.106], [1.127, 0.586, -0.417], [-0.343, -1.647, -0.006], [2.568, 6.434, 2.514], [2.551, -0.672, 1.523], [-4.499, -0.253, -0.466], [-1.625, 0.169, -0.359], [-3.013, -1.341, -2.325], [-0.738, 0.557, -0.681], [-0.657, 0.339, 2.688], [1.640, 1.640, -2.094], [3.306, 1.821, 0.102], [4.180, -4.876, -0.716], [2.550, -1.217, -1.467], [-2.635, -1.250, -2.509], [-1.134, -1.199, 1.125], [-1.429, -1.102, -1.441], [2.638, 1.972, 0.547], [-1.034, -0.845, 0.546], [0.695, -1.940, 1.567], [0.078, 0.234, 0.262], [0.668, -0.450, -0.098], [0.179, 0.329, 1.345], [-0.778, -1.138, 0.561], [0.810, 0.450, -0.485], [0.653, -1.226, -0.551], [-0.103, 1.083, -0.217], [-0.536, -0.120, -0.023], [-0.209, 2.037, -0.240], [-1.153, -0.208, -0.230], [-0.227, 0.539, -0.548], [-3.664, -1.652, -0.714], [-0.642, -0.184, 0.264], [-0.425, -0.041, 0.183], [-0.854, -0.207, 0.448], [0.131, 0.037, 0.827], [1.578, -0.450, -0.314], [0.285, -0.475, 0.255], [0.232, -0.209, -0.245], [0.332, 0.490, 0.860], [0.589, -0.015, 0.456], [-0.058, 0.605, -1.384]],
  "nbo_charge": [-0.634, -0.609, -0.581, -0.625, -0.215, -0.293, -0.413, -0.418, -0.435, 0.530, -0.415, -0.240, -0.414, -0.382, 0.780, -0.247, 0.350, -0.083, -0.405, 0.640, -0.406, 0.261, 0.231, 0.218, 0.210, 0.238, 0.243, 0.235, 0.244, 0.258, 0.214, 0.248, 0.239, 0.217, 0.236, 0.401, 0.222, 0.239, 0.235, 0.206, 0.194, 0.261, 0.257, 0.209]
}